1.
Density functional theory data (ωB97M-V with the def2-TZVPD basis set) for a cluster of 2 separate species, C2H9NOS2 in total.

XYZ file:
```
15
C2H9NOS2, DFT ωB97M-V with the def2-TZVPD basis set
C 0.151 -0.738 0.231
S -1.046 -1.325 1.496
S -2.605 0.069 1.246
H -0.057 -1.335 -0.669
H -0.065 0.310 0.048
H 1.155 -1.001 0.531
H -1.839 1.150 1.455
N 1.503 0.636 -2.742
C 2.638 1.179 -2.107
O 2.563 1.240 -0.662
H 0.733 1.250 -2.866
H 1.337 -0.349 -2.664
H 2.607 2.244 -2.351
H 3.559 0.657 -2.375
H 2.941 0.450 -0.253
```

Calculated values
* orbital gap (alpha / beta): 0.0951 / 0.2507 Ha
* multiplicity: 2
* total charge: -1
* LUMO (alpha / beta): 0.112 / 0.112 Ha
* highest occupied orbital energy (alpha / beta): 0.465 / -3.777 eV

***

2.
Density functional theory data (ωB97M-V with the def2-TZVPD basis set) for a cluster of 2 separate species, C2H9NOS2 in total.

XYZ file:
```
15
C2H9NOS2, DFT ωB97M-V with the def2-TZVPD basis set
C 0.709 2.015 -0.824
S 1.792 2.576 0.558
S 2.334 1.975 2.550
H 0.414 0.951 -0.657
H 1.214 1.746 -1.858
H -0.137 2.690 -1.001
H 2.105 0.710 2.354
N -1.948 -2.141 0.000
C -1.113 -0.986 -0.186
O 0.239 -1.305 -0.595
H -1.757 -2.761 -0.728
H -1.730 -2.604 0.844
H -1.453 -0.511 -1.089
H -1.097 -0.257 0.655
H 0.429 -2.097 -0.022
```

Calculated values
* orbital gap (alpha / beta): 0.1407 / 0.1965 Ha
* multiplicity: 2
* total charge: -1
* LUMO (alpha / beta): 0.114 / 0.113 Ha
* highest occupied orbital energy (alpha / beta): -0.734 / -2.274 eV

***

3.
Density functional theory data (ωB97M-V with the def2-TZVPD basis set) for a cluster of 2 separate species, C2H9NS in total.

XYZ file:
```
13
C2H9NS, DFT ωB97M-V with the def2-TZVPD basis set
C 3.163 0.914 0.599
N 3.765 -0.011 1.493
C 2.932 -0.955 2.265
H 3.718 1.095 -0.310
H 2.986 1.945 1.051
H 2.183 0.579 0.345
H 4.733 0.171 1.737
H 2.771 -1.733 1.500
H 3.445 -1.349 3.197
H 1.958 -0.541 2.662
S -4.718 -0.060 -2.114
H -3.448 0.574 -2.165
H -5.786 0.541 -1.827
```

Calculated values
* orbital gap: 0.3210 Ha
* LUMO: 0.026 Ha
* highest occupied orbital energy: -8.018 eV

***

4.
Density functional theory data (ωB97M-V with the def2-TZVPD basis set) for a cluster of 2 separate species, C2H9NS in total.

XYZ file:
```
13
C2H9NS, DFT ωB97M-V with the def2-TZVPD basis set
S 5.470 0.681 1.135
H 4.701 -0.341 0.715
C -2.397 -0.576 -0.891
C -1.668 0.064 0.283
N -0.473 0.854 -0.011
H -3.415 -0.833 -0.593
H -2.360 0.082 -1.746
H -1.926 -1.523 -1.169
H -2.389 0.724 0.797
H -1.452 -0.610 1.113
H -0.657 1.537 -0.739
H 0.174 0.173 -0.418
H 6.393 -0.232 1.524
```

Calculated values
* orbital gap (alpha / beta): 0.3386 / 0.0847 Ha
* multiplicity: 2
* total charge: +1
* LUMO (alpha / beta): -0.130 / -0.359 Ha
* highest occupied orbital energy (alpha / beta): -12.746 / -12.078 eV

***

5.
Density functional theory data (ωB97M-V with the def2-TZVPD basis set) for a cluster of 2 separate species, C2H9NS2 in total.

XYZ file:
```
14
C2H9NS2, DFT ωB97M-V with the def2-TZVPD basis set
C -0.088 -1.492 0.454
C 0.981 -0.442 0.000
N 1.369 -0.839 -1.377
H 0.303 -2.512 0.373
H -0.444 -1.395 1.488
H -0.947 -1.418 -0.229
H 0.592 0.579 0.062
H 1.883 -0.451 0.689
H 1.626 -0.035 -1.979
H 2.160 -1.518 -1.414
S -2.137 2.861 -0.430
S -1.454 1.948 1.355
H -2.660 3.932 0.193
H -1.186 0.781 0.815
```

Calculated values
* orbital gap: 0.3242 Ha
* LUMO: 0.008 Ha
* highest occupied orbital energy: -8.612 eV

***

6.
Density functional theory data (ωB97M-V with the def2-TZVPD basis set) for a cluster of 2 separate species, C2H9NS2 in total.

XYZ file:
```
14
C2H9NS2, DFT ωB97M-V with the def2-TZVPD basis set
C -0.944 0.768 0.230
N -1.620 -0.481 0.596
C -0.740 -1.616 0.304
H 0.117 0.767 0.488
H -1.419 1.654 0.635
H -0.856 0.756 -0.856
H -1.776 -0.481 1.599
H -1.359 -2.510 0.254
H -0.401 -1.472 -0.724
H 0.055 -1.764 1.029
S 2.476 0.669 -1.859
S 2.641 1.572 0.000
H 1.963 -0.493 -1.436
H 1.863 2.632 -0.261
```

Calculated values
* orbital gap: 0.3314 Ha
* LUMO: 0.009 Ha
* highest occupied orbital energy: -8.764 eV

***

7.
Density functional theory data (ωB97M-V with the def2-TZVPD basis set) for a cluster of 2 separate species, C2H9NS2 in total.

XYZ file:
```
14
C2H9NS2, DFT ωB97M-V with the def2-TZVPD basis set
S -2.370 -2.338 -1.019
S -2.800 -1.404 0.686
H -1.178 -2.824 -0.612
H -1.782 -1.946 1.371
C 1.272 -0.265 0.098
N 0.511 0.693 -0.688
C 0.561 2.039 -0.101
H 1.110 -0.178 1.178
H 1.050 -1.303 -0.174
H 2.332 -0.098 -0.065
H -0.460 0.417 -0.746
H -0.132 2.172 0.733
H 0.297 2.774 -0.856
H 1.588 2.259 0.195
```

Calculated values
* orbital gap (alpha / beta): 0.2528 / 0.1144 Ha
* multiplicity: 2
* total charge: +1
* LUMO (alpha / beta): -0.197 / -0.328 Ha
* highest occupied orbital energy (alpha / beta): -12.244 / -12.027 eV

***

8.
Density functional theory data (ωB97M-V with the def2-TZVPD basis set) for a cluster of 2 separate species, C2H9O in total.

XYZ file:
```
12
C2H9O, DFT ωB97M-V with the def2-TZVPD basis set
O -1.487 1.514 1.657
H -2.229 0.923 1.604
H -1.967 2.347 1.505
H -0.464 1.567 1.253
C 1.125 -0.113 -0.547
C 0.385 -1.504 -1.002
H 1.385 0.503 -1.540
H 0.629 0.490 0.142
H 2.078 -0.149 0.116
H -0.291 -1.920 -0.258
H 1.095 -2.409 -0.935
H -0.261 -1.250 -1.996
```

Calculated values
* orbital gap (alpha / beta): 0.4812 / 0.2381 Ha
* multiplicity: 2
* total charge: +2
* LUMO (alpha / beta): -0.356 / -0.584 Ha
* highest occupied orbital energy (alpha / beta): -22.771 / -22.378 eV

***

9.
Density functional theory data (ωB97M-V with the def2-TZVPD basis set) for a cluster of 2 separate species, C2H9O2 in total.

XYZ file:
```
13
C2H9O2, DFT ωB97M-V with the def2-TZVPD basis set
O -1.410 -0.432 -2.144
H -1.146 0.204 -0.822
H -0.563 -0.379 -2.524
H -1.599 -1.336 -2.086
C 0.287 0.553 1.112
O -0.940 0.709 0.135
C 1.446 -0.319 0.679
H 0.503 1.624 1.105
H -0.078 0.226 2.075
H -1.736 0.744 0.636
H 1.757 -0.135 -0.372
H 2.284 -0.082 1.363
H 1.196 -1.378 0.843
```

Calculated values
* orbital gap: 0.4938 Ha
* total charge: +1
* LUMO: -0.134 Ha
* highest occupied orbital energy: -17.079 eV

***

Copy entry 6 word for word.
Density functional theory data (ωB97M-V with the def2-TZVPD basis set) for a cluster of 2 separate species, C2H9NS2 in total.

XYZ file:
```
14
C2H9NS2, DFT ωB97M-V with the def2-TZVPD basis set
C -0.944 0.768 0.230
N -1.620 -0.481 0.596
C -0.740 -1.616 0.304
H 0.117 0.767 0.488
H -1.419 1.654 0.635
H -0.856 0.756 -0.856
H -1.776 -0.481 1.599
H -1.359 -2.510 0.254
H -0.401 -1.472 -0.724
H 0.055 -1.764 1.029
S 2.476 0.669 -1.859
S 2.641 1.572 0.000
H 1.963 -0.493 -1.436
H 1.863 2.632 -0.261
```

Calculated values
* orbital gap: 0.3314 Ha
* LUMO: 0.009 Ha
* highest occupied orbital energy: -8.764 eV

***

Please write out number 5 again, unchanged.
Density functional theory data (ωB97M-V with the def2-TZVPD basis set) for a cluster of 2 separate species, C2H9NS2 in total.

XYZ file:
```
14
C2H9NS2, DFT ωB97M-V with the def2-TZVPD basis set
C -0.088 -1.492 0.454
C 0.981 -0.442 0.000
N 1.369 -0.839 -1.377
H 0.303 -2.512 0.373
H -0.444 -1.395 1.488
H -0.947 -1.418 -0.229
H 0.592 0.579 0.062
H 1.883 -0.451 0.689
H 1.626 -0.035 -1.979
H 2.160 -1.518 -1.414
S -2.137 2.861 -0.430
S -1.454 1.948 1.355
H -2.660 3.932 0.193
H -1.186 0.781 0.815
```

Calculated values
* orbital gap: 0.3242 Ha
* LUMO: 0.008 Ha
* highest occupied orbital energy: -8.612 eV